# C3H9NOS

2 unconnected molecules or ions with the total composition C3H9NOS (ωB97M-V/def2-TZVPD, the Open Molecules 2025 dataset).

```
15
Properties=species:S:1:pos:R:3:lowdin_charge:R:1
N 1.94 -1.24 0.91 0.109
C 2.10 -0.55 -0.28 -0.420
O 3.16 -0.28 -0.78 0.020
H 1.12 -1.00 1.42 0.050
H 2.80 -1.17 1.44 0.102
H 1.13 -0.34 -0.76 0.098
C -1.45 1.89 0.51 -0.442
S -1.67 0.10 0.49 0.714
C -1.87 -0.32 -1.28 -0.389
H -0.86 2.15 -0.35 0.022
H -0.97 2.20 1.43 0.026
H -2.36 2.49 0.47 0.036
H -1.87 0.63 -1.82 0.035
H -1.14 -1.08 -1.47 0.014
H -2.86 -0.74 -1.44 0.025
```

Values from the calculation:
Highest occupied orbital energy, Ha: -0.3256
Total charge: 0
Energy relative to the best compared isomer or geometry (same formula, charge and spin), kcal/mol: 13.1
SMILES: NC=O.CSC
LUMO, eV: 0.739